# 1
Entry from the OMol25 dataset: a 2-piece molecular cluster, C2H3BrFI overall at a distorted geometry (ωB97M-V/def2-TZVPD).

Positions of all 8 atoms, in Å:
C: 0.03 -0.05 0.77
C: 0.02 -0.05 -0.71
F: 1.11 -0.32 -1.32
Br: -0.36 2.61 -1.07
I: -0.03 -2.20 1.28
H: 0.92 0.18 1.16
H: -0.96 0.15 1.26
H: -0.73 -0.31 -1.37

## Properties
- ΔE to the lowest compared entry with this formula, charge and spin (kJ/mol) = 162.5
- LUMO level (eV) = -2.0
- electronic energy (eV) = -82981.1614
- net charge = 0



# 2
Entry from the OMol25 dataset: a 3-piece molecular cluster, C28H51Br2F5N5O7 overall at a distorted geometry (ωB97M-V/def2-TZVPD).

Positions of all 98 atoms, in Å:
C: -0.39 -1.35 5.50
C: 0.72 -0.70 4.68
C: 0.26 -0.08 3.33
Br: 1.22 1.55 2.91
C: -1.22 0.06 3.15
C: -1.88 -0.81 2.21
N: -1.07 -1.74 1.53
C: -1.21 -3.16 1.87
C: -0.58 -1.46 0.24
C: -0.62 -0.04 -0.22
O: -0.13 -2.36 -0.40
C: -3.27 -0.71 2.10
C: -4.09 -1.50 1.06
F: -5.02 -0.68 0.54
F: -3.32 -1.88 0.04
C: -4.81 -2.78 1.63
F: -6.11 -2.62 1.64
F: -4.51 -3.83 0.89
F: -4.39 -3.02 2.87
C: -3.95 0.18 2.97
C: -5.45 0.35 3.08
O: -6.06 -0.77 3.66
O: -5.36 -1.01 4.88
N: -3.29 0.95 3.80
N: -1.98 0.89 3.85
C: -1.41 1.88 4.82
Br: -1.45 3.60 3.95
C: -2.21 1.95 6.11
C: -1.43 2.75 7.17
H: -1.03 -0.63 5.99
H: -0.98 -2.04 4.91
H: 0.06 -1.95 6.30
H: 1.45 -1.47 4.45
H: 1.21 0.07 5.27
H: 0.61 -0.74 2.55
H: -1.70 -3.72 1.08
H: -1.79 -3.26 2.78
H: -0.23 -3.61 2.04
H: -1.64 0.25 -0.45
H: -0.25 0.61 0.57
H: 0.01 0.04 -1.10
H: -5.63 1.23 3.69
H: -5.91 0.51 2.11
H: -5.46 -1.97 4.97
H: -0.40 1.58 5.05
H: -2.42 0.94 6.46
H: -3.14 2.47 5.92
H: -1.79 3.77 7.21
H: -1.50 2.29 8.14
H: -0.37 2.81 6.92
C: 6.11 -1.89 -2.71
O: 6.66 -1.42 -1.49
C: 7.23 -0.12 -1.54
C: 6.37 0.91 -0.85
N: 5.14 1.18 -1.58
C: 4.11 1.93 -0.86
C: 3.62 1.43 0.50
O: 2.80 0.27 0.45
C: 3.50 -0.94 0.24
H: 5.98 -2.97 -2.61
H: 5.14 -1.44 -2.93
H: 6.79 -1.70 -3.55
H: 7.44 0.17 -2.58
H: 8.18 -0.18 -1.01
H: 6.94 1.84 -0.77
H: 6.18 0.55 0.17
H: 4.74 0.32 -1.92
H: 3.24 2.00 -1.51
H: 4.48 2.95 -0.72
H: 2.98 2.23 0.90
H: 4.43 1.29 1.22
H: 4.44 -0.97 0.78
H: 3.68 -1.12 -0.82
H: 2.86 -1.75 0.60
C: 1.05 -0.19 -7.90
O: 0.27 0.99 -7.87
C: -1.12 0.80 -8.10
C: -1.94 0.95 -6.83
N: -1.72 -0.16 -5.91
C: -2.23 0.04 -4.55
C: -1.81 1.26 -3.75
O: -0.47 1.26 -3.28
C: 0.51 1.56 -4.26
H: 2.09 0.12 -8.00
H: 0.96 -0.78 -6.98
H: 0.79 -0.82 -8.75
H: -1.31 -0.16 -8.58
H: -1.43 1.59 -8.79
H: -3.00 0.97 -7.11
H: -1.69 1.92 -6.40
H: -0.74 -0.38 -5.87
H: -1.94 -0.84 -3.97
H: -3.32 0.03 -4.60
H: -2.42 1.27 -2.84
H: -2.02 2.20 -4.27
H: 0.18 2.34 -4.95
H: 0.80 0.67 -4.83
H: 1.39 1.92 -3.73

## Properties
- LUMO level (eV) = -5.0
- electronic energy (eV) = -205306.3598
- net charge = +1



# 3
Entry from the OMol25 dataset: C5H8O in the gas phase at a distorted geometry (ωB97M-V/def2-TZVPD).

Positions of all 14 atoms, in Å:
C: -2.25 -0.81 0.08
C: -1.08 -0.41 0.53
C: -0.22 0.31 1.23
C: 0.94 0.74 0.46
C: 0.55 -0.05 -1.18
O: 2.10 0.05 0.81
H: -2.33 -1.51 -0.74
H: -3.17 -0.46 0.54
H: -0.28 0.44 2.30
H: 1.11 1.82 0.38
H: 1.45 0.36 -1.65
H: 0.68 -1.13 -1.23
H: -0.30 0.35 -1.73
H: 2.81 0.29 0.19

## Properties
- SMILES = C=C=C[C@H](C)O
- ΔE to the lowest compared entry with this formula, charge and spin (kJ/mol) = 457.7
- LUMO level (eV) = 0.4
- electronic energy (eV) = -7357.5116
- net charge = 0



# 4
Entry from the OMol25 dataset: a 6-piece molecular cluster, C24H29N6O11 overall at a distorted geometry (ωB97M-V/def2-TZVPD).

Positions of all 70 atoms, in Å:
N: 1.74 -0.35 -1.81
O: 2.38 -1.45 -1.97
O: 1.96 0.48 -0.95
O: 0.96 -0.03 -2.79
C: 0.09 4.66 -2.64
C: 0.13 3.15 -3.01
C: -0.77 2.70 -4.16
C: -1.64 3.66 -4.99
C: -1.79 5.08 -4.47
C: -0.76 5.54 -3.27
N: -2.60 3.09 -6.03
O: -3.30 3.95 -6.75
O: -2.62 1.89 -6.12
H: 0.53 5.05 -1.78
H: 0.74 2.46 -2.55
H: -0.79 1.64 -4.43
H: -2.27 5.79 -4.92
H: -1.05 6.54 -3.03
C: -2.89 -2.06 -0.12
C: -3.79 -1.10 0.74
C: -4.05 0.37 0.13
C: -3.24 0.80 -1.10
C: -2.39 -0.19 -1.89
C: -2.20 -1.62 -1.22
N: -3.44 2.24 -1.65
O: -3.76 2.19 -2.81
O: -3.56 3.18 -0.91
H: -2.57 -2.95 0.52
H: -4.37 -1.38 1.61
H: -4.71 1.12 0.77
H: -1.91 0.23 -2.80
H: -1.59 -2.31 -1.79
C: 0.35 -2.77 1.63
C: 0.52 -1.34 1.50
C: 1.21 -0.68 2.71
C: 1.05 -1.29 4.10
C: 0.89 -2.75 4.19
C: 0.35 -3.52 2.79
N: 1.50 -0.54 5.30
O: 1.85 0.64 5.03
O: 1.35 -1.10 6.36
H: 0.08 -3.35 0.64
H: 0.44 -0.81 0.60
H: 1.43 0.27 2.64
H: 0.85 -3.23 5.21
H: 0.28 -4.64 2.72
C: 0.59 3.52 3.31
O: 0.26 3.61 4.45
N: -0.02 2.82 2.36
C: 0.48 2.76 0.97
C: -1.15 2.11 2.75
H: 1.49 4.13 2.94
H: 0.03 2.07 0.24
H: 1.58 2.70 1.07
H: 0.17 3.65 0.42
H: -1.78 1.71 2.03
H: -2.00 2.51 3.42
H: -0.77 1.36 3.35
C: 3.19 -6.38 0.10
O: 2.79 -6.90 -0.95
N: 3.45 -5.14 0.25
C: 3.64 -4.65 1.59
C: 3.66 -4.31 -0.86
H: 3.06 -7.08 1.01
H: 4.68 -4.99 2.04
H: 2.90 -4.98 2.12
H: 3.73 -3.47 1.58
H: 2.91 -4.30 -1.66
H: 4.61 -4.57 -1.38
H: 3.84 -3.46 -0.44

## Properties
- ΔE to the lowest compared entry with this formula, charge and spin (kJ/mol) = 39.4
- LUMO level (eV) = 1.1
- electronic energy (eV) = -56798.9382
- net charge = -1